The following is a quantum chemistry calculation of 8 unconnected molecules or ions with the total composition C24H70NO8P2 at a distorted geometry, from OMol25.

Summary:
E_LUMO ... 0.080 Eh
HOMO-LUMO gap ... 5.65 eV

```
! RIJCOSX wB97M-V def2-TZVPD def2/J DEFGRID3
* xyz -1 1
C 1.07263 -3.61643 -2.94232
C 1.74995 -2.62870 -3.88802
O 0.88763 -1.85550 -4.68137
C 0.01577 -0.99169 -3.94773
P 0.77524 0.24243 -2.70344
P 1.53037 1.74394 -1.17841
N 0.39519 2.55416 -0.35196
H 0.11899 -3.26229 -2.57897
H 0.93100 -4.58574 -3.40819
H 1.70157 -3.75060 -2.06873
H 2.34589 -3.20568 -4.58998
H 2.44758 -2.01382 -3.32547
H -0.48262 -0.39104 -4.70083
H -0.76797 -1.55486 -3.43887
H 2.10022 0.22094 -3.35919
H 1.14956 -0.83472 -1.76645
H -0.51163 0.33901 -2.04686
H 0.44218 1.42951 -3.56214
H 2.34030 1.02749 -0.25531
H 2.39149 2.64760 -1.88300
H 0.53369 2.32423 0.62790
C 1.70224 -3.99984 2.06671
C 2.05564 -2.54155 1.80665
C 1.53375 -1.63443 2.91143
O 1.56112 -2.12257 0.54109
H 0.61631 -4.12848 2.09646
H 2.08656 -4.63259 1.26606
H 2.11627 -4.34714 3.01591
H 3.13674 -2.43645 1.73909
H 0.44277 -1.68993 2.96651
H 1.79881 -0.59733 2.70642
H 1.94406 -1.91508 3.88394
H 0.59857 -2.17997 0.54146
C -4.63156 2.16843 -1.63366
C -3.82239 1.21219 -0.76881
C -4.07267 1.42332 0.71042
O -2.43872 1.42539 -0.96714
H -4.38787 3.20608 -1.38851
H -4.38846 2.01729 -2.68639
H -5.70894 2.02873 -1.50384
H -4.04776 0.18549 -1.06879
H -3.74977 2.43156 0.96185
H -3.46384 0.73453 1.29597
H -5.11952 1.30144 1.00574
H -2.24174 2.31883 -0.65869
C -1.47732 5.85758 0.86195
C -1.43574 4.78924 1.94544
C -0.12751 4.83223 2.72203
O -1.63377 3.50223 1.37823
H -0.67497 5.69202 0.13925
H -2.42218 5.81295 0.31959
H -1.36359 6.85838 1.28449
H -2.27068 4.93734 2.63425
H 0.71394 4.64089 2.05178
H -0.11708 4.06185 3.49346
H 0.02251 5.80462 3.19603
H -0.91080 3.33117 0.74877
C -2.65700 3.90558 -6.51167
C -4.06016 3.50574 -6.08520
C -4.22419 1.99581 -6.05555
O -5.03612 4.10148 -6.94888
H -2.45032 3.54203 -7.52267
H -2.55539 4.99115 -6.52239
H -1.90624 3.49060 -5.83887
H -4.26496 3.91131 -5.09427
H -4.07019 1.57352 -7.05297
H -5.23167 1.72497 -5.73796
H -3.50804 1.53684 -5.37332
H -4.87871 3.75939 -7.83574
C 6.89005 -2.25609 -0.14940
C 5.64306 -1.67641 0.50087
C 5.62809 -0.15848 0.43468
O 5.53914 -2.11843 1.85753
H 7.78728 -1.90618 0.37042
H 6.87905 -3.34533 -0.09547
H 6.96259 -1.96010 -1.19639
H 4.75582 -2.06618 0.00019
H 6.48828 0.25343 0.97225
H 4.72450 0.23438 0.89970
H 5.66411 0.19304 -0.59661
H 6.30502 -1.79050 2.34356
C -8.64965 0.00750 3.28371
C -7.51863 -0.27274 2.30470
C -7.82513 0.27920 0.92175
O -7.25636 -1.67414 2.23982
H -9.57227 -0.47389 2.94648
H -8.40965 -0.39156 4.26933
H -8.83670 1.07815 3.37695
H -6.59811 0.17665 2.67752
H -8.72128 -0.19726 0.51266
H -7.00292 0.07588 0.23660
H -7.99159 1.35689 0.95323
H -8.05045 -2.10502 1.90472
C 6.03205 -4.69293 4.88053
C 7.35842 -3.96312 4.74407
C 8.46948 -4.64739 5.52635
O 7.22259 -2.60347 5.15989
H 5.71512 -4.71188 5.92753
H 5.25865 -4.18220 4.30732
H 6.10655 -5.72153 4.52542
H 7.63319 -3.91594 3.68970
H 8.22846 -4.66334 6.59302
H 9.40909 -4.10735 5.40863
H 8.61395 -5.67559 5.19226
H 6.97175 -2.60314 6.09016
*
```

Atomic partial charges in e from the Mulliken method, atoms 1 to 6: -0.7688, -0.2608, -0.4757, -0.6806, 0.9005, -0.0020

***

The following is a quantum chemistry calculation of a molecular structure, C24H71AsF6N13O9 at a distorted geometry, from OMol25.

Summary:
E_LUMO ... 0.071 Eh
HOMO-LUMO gap ... 8.48 eV
ΔE to the lowest compared entry with this formula, charge and spin ... 474.4 kJ/mol

```
! RIJCOSX wB97M-V def2-TZVPD def2/J DEFGRID3
* xyz -1 1
As 19.52642 5.61175 6.24323
F 20.11345 7.14622 5.38732
F 19.81204 4.76148 4.70338
F 18.99496 4.06632 6.98360
F 19.04540 6.59040 7.66951
F 17.82935 5.85331 5.68516
F 21.20027 5.38105 6.72616
C 17.85015 9.16935 10.19586
O 16.95176 8.40629 10.59547
N 18.63851 8.85341 9.13985
N 18.24175 10.15912 10.87279
H 19.50524 9.35636 9.01370
H 18.35388 8.08461 8.54991
H 19.05926 10.67883 10.58702
H 17.77519 10.48469 11.70732
C 18.13565 6.64831 2.06874
O 17.41167 6.94468 1.14108
N 18.13760 7.33501 3.18811
N 18.86568 5.55029 2.18675
H 18.88358 7.21306 3.85798
H 17.59614 8.18328 3.10214
H 19.08954 5.31215 3.14240
H 18.45801 4.88573 1.54466
C 14.19732 6.70703 3.36696
O 14.82651 6.62680 2.28481
N 12.94463 6.33153 3.66084
N 14.75548 7.11862 4.44543
H 12.55221 6.57905 4.55797
H 12.33802 6.29150 2.85429
H 15.76452 7.15172 4.41651
H 14.23263 6.97581 5.29768
C 23.27997 7.12667 10.08971
O 24.09330 7.59244 10.89702
N 23.53479 6.28337 9.12386
N 22.01431 7.28976 10.13477
H 22.93482 5.87673 8.42045
H 24.50661 6.27726 8.84887
H 21.43042 7.12762 9.32676
H 21.59339 7.60260 10.99793
C 23.42182 -0.47057 3.55602
C 23.57917 0.71661 4.44985
C 22.70741 1.98681 4.10219
O 22.85234 2.48134 2.73538
C 22.06107 3.65611 2.57757
N 23.59747 0.31673 5.89491
H 23.68383 -0.14893 2.54805
H 22.42975 -0.91848 3.61326
H 24.12185 -1.18296 3.99256
H 24.47410 1.15697 4.01020
H 23.01501 2.79241 4.76890
H 21.65514 1.75857 4.27172
H 22.59076 4.58819 2.77439
H 21.13353 3.51346 3.13201
H 21.68052 3.74446 1.55999
H 23.95703 1.04027 6.50097
H 24.19449 -0.47247 6.09696
C 24.16341 1.40543 10.83771
C 23.61495 2.76439 10.68700
C 22.14529 2.95815 10.60301
O 21.73022 2.49010 9.41851
C 20.28112 2.42862 9.24718
N 24.03984 3.49417 11.80763
H 25.24515 1.53930 10.84207
H 23.94901 0.79220 9.96246
H 23.90802 0.76296 11.68038
H 24.02676 3.20218 9.77770
H 21.74559 3.92836 10.89801
H 21.75499 2.25676 11.34045
H 20.13895 1.73959 8.41464
H 19.82589 3.40627 9.08886
H 19.74060 1.85856 10.00281
H 23.60046 3.00054 12.57141
H 23.76694 4.46649 11.79279
C 18.57915 10.37114 5.08075
C 17.16688 9.73295 4.88870
C 16.21024 10.20790 5.93946
O 15.68513 11.50253 5.58102
C 14.76178 11.99915 6.58384
N 16.85210 10.09240 3.49885
H 18.68850 11.40717 4.76016
H 19.34723 9.77642 4.58631
H 18.79887 10.26735 6.14332
H 17.21162 8.65128 5.01553
H 16.70627 10.16948 6.90930
H 15.40569 9.48215 6.05818
H 13.89052 11.35852 6.44748
H 14.61633 13.06217 6.39165
H 15.25235 11.96184 7.55649
H 17.59894 10.20782 2.82877
H 16.32396 10.94942 3.58048
C 22.80886 7.08105 0.97064
C 23.43698 7.23144 2.37664
C 24.39515 8.37533 2.43674
O 24.99568 8.40873 3.73726
C 24.74161 9.50811 4.64041
N 22.38378 7.46543 3.28953
H 23.44445 7.54105 0.21398
H 21.85419 7.60312 0.90630
H 22.81078 6.02038 0.71948
H 23.88131 6.29345 2.70957
H 23.78284 9.24332 2.19225
H 25.18917 8.37325 1.68999
H 25.66776 9.80284 5.13383
H 23.89113 9.35555 5.30487
H 24.36196 10.35591 4.07014
H 21.76423 6.67190 3.37055
H 22.82048 7.44742 4.20006
C 14.99879 4.22444 6.50370
C 15.24896 4.97425 7.87651
C 16.09013 4.18515 9.00869
O 15.70280 2.83376 8.96955
C 16.49630 2.00737 9.78989
N 15.82115 6.27185 7.55938
H 14.61547 3.20536 6.55521
H 15.93912 4.18639 5.95378
H 14.34906 4.83214 5.87390
H 14.35003 5.12941 8.47313
H 15.84056 4.56102 10.00092
H 17.17508 4.23975 8.91924
H 16.23238 0.97524 9.55932
H 16.23150 2.06992 10.84538
H 17.53416 2.04062 9.45849
H 16.31208 6.74660 8.30350
H 16.43791 6.16348 6.76693
*
```

Atomic partial charges in e from the Mulliken method, atoms 1 to 6: 1.9555, -0.5889, -0.6187, -0.4400, -0.4816, -0.1458

***

The following is a quantum chemistry calculation of 9 unconnected molecules or ions with the total composition C24H71N13O9 at a distorted geometry, from OMol25.

Summary:
E_LUMO (spin up / spin down) ... -0.102 / -0.297 Eh
HOMO-LUMO gap (spin up / spin down) ... 7.44 / 2.14 eV
ΔE to the lowest compared entry with this formula, charge and spin ... 48.0 kJ/mol

```
! RIJCOSX wB97M-V def2-TZVPD def2/J DEFGRID3
* xyz 1 2
C -17.80577 -29.23593 -5.77397
C -17.55173 -27.85755 -6.40844
C -18.76636 -26.76333 -6.50451
O -19.14935 -26.04550 -5.35081
C -20.28870 -25.18868 -5.58828
N -16.65053 -27.22557 -5.44597
H -18.42487 -29.43889 -4.90011
H -16.91050 -29.84388 -5.64358
H -18.27565 -29.88838 -6.50991
H -17.03199 -28.07804 -7.34084
H -19.61166 -27.31657 -6.91377
H -18.64613 -26.02184 -7.29434
H -19.95987 -24.58544 -6.43449
H -20.72010 -24.55653 -4.81215
H -21.12680 -25.78703 -5.94561
H -16.35957 -27.76541 -4.64346
H -17.32932 -26.55683 -5.11115
C -15.36280 -28.97391 0.31568
C -13.92827 -29.12654 -0.24322
C -13.45895 -30.58090 0.07202
O -13.16627 -30.64383 1.43416
C -12.83018 -31.90807 1.92512
N -13.90834 -28.91502 -1.63107
H -16.04682 -29.76284 0.00294
H -15.86781 -28.08316 -0.05794
H -15.24976 -28.79011 1.38411
H -13.31425 -28.35058 0.21389
H -12.47843 -30.72391 -0.38211
H -14.14761 -31.33956 -0.29984
H -12.16363 -32.47001 1.27087
H -13.62128 -32.65072 2.02873
H -12.28059 -31.64440 2.82874
H -14.90493 -28.92381 -1.79483
H -13.70463 -27.92895 -1.55170
C -12.78209 -36.71236 -3.40261
C -12.95430 -36.84119 -1.87293
C -14.43034 -36.78550 -1.37543
O -14.65051 -36.35172 -0.08245
C -15.94063 -35.90137 0.18744
N -12.25255 -38.11262 -1.49636
H -11.74681 -36.87873 -3.70027
H -13.09691 -35.72142 -3.72975
H -13.46850 -37.34831 -3.96164
H -12.50100 -35.92881 -1.48539
H -14.82800 -37.79014 -1.51914
H -14.89369 -36.14083 -2.12228
H -16.09908 -34.98325 -0.37829
H -16.11763 -35.63280 1.22890
H -16.79714 -36.51023 -0.10208
H -12.23035 -38.17884 -0.48878
H -11.31587 -38.17072 -1.86966
C -10.72876 -29.17143 -7.66906
C -10.65061 -27.87451 -6.81867
C -9.42208 -27.99672 -5.80424
O -9.70785 -29.00149 -4.74852
C -10.68411 -28.67110 -3.83916
N -10.57843 -26.72767 -7.69688
H -11.34936 -29.11113 -8.56310
H -11.07666 -30.05101 -7.12739
H -9.76472 -29.28965 -8.16379
H -11.55545 -27.71785 -6.23146
H -9.28682 -27.01949 -5.34072
H -8.50449 -28.12016 -6.37947
H -11.61502 -28.37433 -4.32230
H -10.42417 -27.80221 -3.23456
H -10.71243 -29.56077 -3.21004
H -11.45230 -26.54162 -8.16787
H -9.97194 -26.90776 -8.48419
C -18.78676 -33.79848 -3.06147
C -18.88088 -32.27344 -3.11632
C -20.32236 -31.79933 -3.17291
O -20.32850 -30.44090 -3.40110
C -21.63882 -29.83226 -3.25535
N -18.06517 -31.85023 -1.99023
H -17.71807 -34.00094 -3.13220
H -19.46327 -34.33062 -3.73025
H -19.10108 -34.12527 -2.07025
H -18.40485 -31.87988 -4.01443
H -20.82146 -32.20539 -2.29307
H -20.84187 -32.40989 -3.91144
H -22.09412 -29.95650 -2.27282
H -22.25621 -30.22436 -4.06354
H -21.65899 -28.74270 -3.27866
H -17.91955 -30.85080 -1.99717
H -17.12945 -32.23009 -1.97524
C -18.05155 -33.88567 -6.65135
O -18.42279 -32.82275 -7.10296
N -18.92640 -34.89705 -6.26391
N -16.87235 -34.21535 -6.31575
H -19.88943 -34.75937 -6.53543
H -18.81121 -35.75343 -5.74098
H -16.18075 -33.48681 -6.42066
H -16.63558 -35.12640 -5.94966
C -14.51760 -32.07772 -3.81113
O -14.22079 -33.09917 -4.28020
N -15.57537 -31.54091 -4.27016
N -13.78405 -31.32412 -3.01268
H -16.04609 -30.73249 -3.88939
H -16.24512 -32.13838 -4.73337
H -14.10570 -30.39314 -2.78929
H -12.78121 -31.43589 -2.96882
C -17.59721 -28.19200 -2.21515
O -16.71881 -29.02224 -2.64504
N -18.79329 -28.46868 -1.90140
N -17.33222 -26.88534 -2.26713
H -19.16216 -29.39211 -2.07843
H -19.36784 -27.79696 -1.41276
H -16.42042 -26.66359 -2.64069
H -17.91065 -26.12511 -1.93918
C -12.24084 -32.49625 -8.31507
O -11.25007 -33.08517 -8.02085
N -13.18361 -32.29380 -7.44067
N -12.59665 -31.96393 -9.45109
H -13.93520 -31.67433 -7.70805
H -12.86420 -32.41658 -6.49041
H -13.38867 -31.34118 -9.38046
H -11.89876 -31.75608 -10.15098
*
```

Atomic partial charges in e from the Mulliken method, atoms 1 to 6: -1.3629, 0.0342, -1.0450, -0.3995, -0.8003, -0.0437

***

The following is a quantum chemistry calculation of 11 unconnected molecules or ions with the total composition C24H71NO11 at a distorted geometry, from OMol25.

Summary:
Structure (SMILES) ... COC[C@H](C)N.CCO.CCO.CCO.CCO.CCO.CCO.CCO.CCO.CCO.CCO
E_LUMO ... 0.016 Eh
HOMO-LUMO gap ... 10.00 eV
ΔE to the lowest compared entry with this formula, charge and spin ... 221.3 kJ/mol

```
! RIJCOSX wB97M-V def2-TZVPD def2/J DEFGRID3
* xyz 0 1
C 2.22370 0.92761 2.42720
O 1.01711 0.74563 1.65414
C 1.19007 0.34035 0.29417
C -0.17679 0.09032 -0.37996
C -1.08361 1.22196 -0.57682
N -0.92969 -1.04740 0.26945
H 1.80375 1.24115 3.38294
H 2.72078 1.84237 2.10440
H 2.86729 0.04936 2.47790
H 1.64791 1.21022 -0.17680
H 1.64152 -0.64861 0.21512
H 0.11183 -0.23525 -1.37936
H -2.00783 0.93477 -1.07825
H -0.59742 2.08461 -1.03242
H -1.51940 1.70650 0.29691
H -0.22174 -1.75843 0.38506
H -1.25316 -0.76193 1.18267
C -2.77645 -0.33212 3.17627
C -4.15769 -0.90282 3.46811
O -4.16647 -0.94669 4.85516
H -2.52541 0.63127 3.62005
H -2.54634 -0.25455 2.11366
H -1.95956 -0.98899 3.47512
H -4.08313 -1.88073 2.99246
H -4.98110 -0.24477 3.19048
H -4.60734 -0.12333 5.07721
C -0.28317 3.98978 3.35147
C -1.55868 4.38177 2.52617
O -2.53638 3.65694 3.19312
H -0.14496 2.91482 3.46742
H -0.18391 4.40044 4.35626
H 0.66744 4.26655 2.89556
H -1.59639 3.83227 1.58556
H -1.59264 5.46965 2.46731
H -3.30651 3.88884 2.66897
C 0.65304 0.54655 -4.33045
C 1.54533 1.45154 -5.12914
O 0.91194 2.66645 -4.80097
H 1.01383 -0.47458 -4.45377
H -0.38146 0.50526 -4.67131
H 0.57852 0.70486 -3.25458
H 1.65945 1.21460 -6.18694
H 2.58115 1.57154 -4.81167
H 1.46806 3.18533 -4.21523
C 3.72636 -0.37190 -1.85444
C 4.40599 -1.11825 -0.71718
O 5.62571 -1.42748 -1.28596
H 2.92291 0.22878 -1.42811
H 3.24344 -1.05215 -2.55596
H 4.40255 0.37492 -2.27052
H 3.76264 -1.94259 -0.40948
H 4.52447 -0.48514 0.16216
H 6.14425 -2.08797 -0.82071
C -2.76442 3.43092 -3.08421
C -3.45408 3.47196 -4.52527
O -2.52799 2.73248 -5.35498
H -1.75328 3.83589 -3.12543
H -2.73113 2.37219 -2.82715
H -3.27645 3.93418 -2.26405
H -3.49219 4.54812 -4.69420
H -4.46478 3.06649 -4.57175
H -1.61948 2.90652 -5.09824
C 2.10337 4.62057 -0.81840
C 1.46440 4.47246 -2.21989
O 2.52059 4.24240 -3.05231
H 1.37091 4.31779 -0.07013
H 2.59884 5.57040 -0.61732
H 2.92228 3.94712 -0.56548
H 1.05368 5.40522 -2.60638
H 0.70994 3.68826 -2.28238
H 3.16805 4.95036 -3.01796
C -0.30069 -4.21007 2.90191
C -0.81177 -4.81092 1.61495
O -0.08691 -4.05768 0.69829
H 0.77996 -4.35128 2.92061
H -0.75530 -4.76091 3.72530
H -0.54097 -3.14997 2.98288
H -1.88659 -4.87313 1.44471
H -0.56350 -5.86399 1.48269
H -0.39728 -4.29364 -0.17898
C 1.40490 -3.57947 -2.63071
C -0.06487 -3.33373 -2.80607
O -0.77202 -4.29749 -1.97668
H 1.74182 -4.61453 -2.57377
H 1.69929 -3.25466 -1.63276
H 2.01612 -2.98163 -3.30679
H -0.23372 -3.46575 -3.87480
H -0.38992 -2.30860 -2.62843
H -1.69936 -4.36175 -2.21651
C 2.79338 -2.46114 4.35308
C 4.11768 -2.01282 5.11934
O 4.27511 -0.62133 4.91054
H 1.85317 -1.99618 4.64960
H 2.68601 -3.54473 4.30394
H 2.89722 -2.08799 3.33422
H 4.95817 -2.55804 4.68988
H 3.89709 -2.13733 6.17950
H 3.80082 -0.11877 5.57694
C -4.46411 -3.26193 0.45480
C -4.15487 -2.28107 -0.64902
O -2.88005 -2.76271 -1.12260
H -5.30453 -2.95288 1.07632
H -3.63124 -3.41990 1.13998
H -4.56397 -4.21217 -0.06977
H -4.08438 -1.30432 -0.17039
H -4.88935 -2.25634 -1.45401
H -2.15744 -2.14585 -0.98508
*
```

Atomic partial charges in e from the Mulliken method, atoms 1 to 6: -0.7409, -0.1672, -0.5801, 1.2917, -0.9292, 0.8495